# 1
The following is a quantum chemistry calculation of a cluster of 5 separate species, C37H38ClN3O3 in total in a non-equilibrium geometry, from the OMol25 dataset.

XYZ file:
```
82
Properties=species:S:1:pos:R:3:forces:R:3:mulliken_charge:R:1
Cl -3.38988 2.95035 4.61715 -0.338 -0.058 -0.221 -0.155
O 1.85613 3.78437 0.03942 0.078 0.107 0.638 -0.546
O -0.12785 7.00067 2.19626 -0.035 -0.941 -0.085 -0.525
O -5.88865 2.89773 3.83692 0.847 0.029 0.241 -0.471
N -0.22968 1.45827 0.16290 -0.665 -0.232 0.659 -0.157
N 1.69003 4.40401 3.07738 0.037 0.186 0.870 -0.586
N 1.32107 5.17182 1.89749 0.931 0.189 -1.268 0.137
C 0.55061 -1.68226 -3.36033 -0.023 -0.030 0.018 -0.578
C -2.95730 3.44062 1.69888 -1.331 0.097 0.303 0.854
C -4.45247 3.29197 1.98256 1.747 -0.274 0.288 -1.343
C 6.80726 5.01730 1.44168 -0.003 -0.025 -0.004 -0.364
C -4.89493 -1.21507 2.83234 0.004 0.064 0.005 -0.662
C -2.31549 4.62248 2.06120 -0.035 0.625 0.040 -0.668
C -1.74763 -1.44074 -2.69596 -0.010 0.016 0.039 -0.501
C 0.22530 -2.83226 -4.06717 0.024 -0.011 -0.017 -0.358
C 7.81287 4.15280 1.02987 0.009 0.010 0.004 -0.404
C -3.73894 -1.11171 2.06994 -0.052 -0.084 -0.014 0.246
C -1.08787 -3.28357 -4.09322 -0.003 0.004 0.012 -0.501
C 5.51357 4.85562 0.96362 -0.007 0.027 0.032 -0.432
C -2.07492 -2.58586 -3.40973 0.003 -0.023 0.017 -0.511
C 0.91091 -6.61524 -3.84526 -0.013 0.008 0.021 -0.325
C 1.09236 4.14882 0.89289 -1.322 -0.792 -0.406 -0.524
C 6.23467 2.97280 -0.34790 0.032 0.024 0.054 -0.526
C -5.28575 -3.41152 1.93483 0.022 0.022 0.006 -0.413
C -4.12708 -3.30975 1.17658 -0.020 -0.019 -0.002 -0.593
C -5.66721 -2.36614 2.76538 -0.020 -0.014 -0.008 -0.472
C 2.93182 -6.83725 -5.12903 0.007 0.013 -0.008 -0.374
C 0.94740 -8.01905 -5.79761 0.008 -0.001 0.001 -0.383
C -4.76563 3.04631 3.47342 -1.255 0.149 -0.684 0.537
C -0.29094 0.18382 0.90050 0.913 -0.756 -0.390 0.432
C 2.28280 -7.69970 -6.00224 -0.010 0.000 -0.001 -0.356
C 7.52732 3.13136 0.13399 -0.005 -0.017 -0.009 -0.302
C 2.24507 -6.29170 -4.05294 0.001 -0.002 -0.003 -0.428
C 0.02302 5.83108 1.98828 -0.431 -0.246 0.924 -0.036
C 5.22688 3.83228 0.07044 -0.021 -0.060 -0.073 -0.260
C -2.30772 2.39463 1.09411 0.324 -0.302 -0.291 -0.063
C 0.57478 0.13885 2.17792 -0.432 0.071 0.114 -0.596
C -0.43553 -0.98732 -2.67218 0.044 0.015 0.022 -0.233
C -0.99040 4.72119 1.75683 0.482 0.096 -0.498 -0.203
C -0.13526 0.64744 3.44605 0.421 0.326 -0.122 -0.766
C -3.35209 -2.16050 1.24545 0.038 0.058 -0.020 -0.121
C 0.26294 -7.48027 -4.71643 -0.011 0.013 -0.011 -0.413
C -0.32818 3.66876 1.10684 0.910 1.433 0.205 1.741
C -0.94520 2.48561 0.77678 0.314 -0.153 -0.458 -1.088
H -0.77705 -7.73439 -4.55306 0.009 0.005 -0.003 0.373
H 1.57380 -1.32772 -3.34455 -0.009 -0.001 -0.005 0.391
H 0.44017 -8.68875 -6.48060 0.007 -0.002 0.012 0.360
H 0.37612 -6.19215 -3.00390 0.006 0.009 -0.013 0.436
H 2.81786 -8.12340 -6.84271 -0.004 0.007 0.007 0.358
H 8.31221 2.45851 -0.18876 -0.001 0.012 0.003 0.358
H -1.32363 -0.09728 1.11868 0.112 0.250 -0.075 -0.883
H 3.97388 -6.58954 -5.28796 -0.012 0.001 -0.001 0.362
H 0.54152 0.52789 4.30079 -0.284 -0.039 -0.023 0.431
H -3.09979 -2.93511 -3.43301 0.008 0.004 0.005 0.402
H 0.99535 -3.37759 -4.59891 -0.024 -0.011 -0.002 0.468
H 0.87920 4.21383 3.67142 -0.154 0.114 -0.249 0.333
H 1.49480 0.70966 1.98148 -0.140 -0.069 0.119 0.205
H 8.82060 4.27566 1.40705 -0.008 0.003 -0.010 0.351
H -1.07098 0.11063 3.63914 0.216 -0.023 -0.027 0.230
H -2.44641 -2.08276 0.65493 -0.023 -0.024 -0.018 0.378
H -5.89150 -4.30700 1.87925 0.009 0.005 0.007 0.374
H -2.51697 -0.89969 -2.15768 0.005 0.007 -0.017 0.471
H -3.82804 -4.12646 0.53179 0.005 0.013 0.003 0.392
H 1.99968 3.48380 2.77056 0.227 0.149 -0.038 0.335
H -2.86469 1.49916 0.83256 0.095 0.122 -0.004 0.732
H -5.19356 -0.39850 3.47888 -0.005 -0.014 0.006 0.378
H 0.89849 -0.89544 2.35697 -0.122 0.157 -0.116 0.473
H 4.21758 3.70641 -0.29909 0.033 0.043 0.017 0.453
H 0.72592 1.74319 -0.02235 -0.038 -0.048 -0.021 0.379
H -4.78383 2.39775 1.44294 -0.380 0.258 0.189 0.321
H -3.13768 -0.21260 2.12058 -0.020 -0.014 0.106 0.149
H 2.74975 -5.61474 -3.37480 -0.005 -0.012 0.002 0.392
H -2.81731 5.44744 2.55918 -0.129 -0.194 -0.080 0.503
H 7.03151 5.81699 2.13645 -0.003 -0.010 -0.001 0.367
H -1.34187 -4.17945 -4.64628 0.025 0.006 -0.003 0.436
H -4.95910 4.18305 1.60264 -0.322 -0.241 0.372 0.495
H 0.09453 -0.59438 0.22645 -0.187 0.189 0.029 0.413
H -6.56771 -2.44841 3.36058 0.008 0.007 -0.009 0.379
H 4.72737 5.52716 1.28702 -0.014 -0.024 -0.009 0.412
H 6.01225 2.17824 -1.04954 0.001 0.006 0.006 0.360
H -0.18226 -0.09194 -2.11693 -0.044 0.024 -0.031 0.536
H -0.38045 1.71690 3.38290 0.006 -0.209 -0.052 -0.016
```
Positions in Å, forces in eV/Å.

- frontier orbital gap (eV) = 8.58
- M (u) = 608.2
- net charge = 0
- SMILES string = CCCNc1cc(CC(=O)Cl)cc2c1C(=O)N(N)C2=O.c1ccccc1.c1ccccc1.c1ccccc1.c1ccccc1


# 2
The following is a quantum chemistry calculation of a structure of composition C37H39AlBeBr2F6LiN2O15PS2 in a non-equilibrium geometry, from the OMol25 dataset.

XYZ file:
```
107
Properties=species:S:1:pos:R:3:forces:R:3:mulliken_charge:R:1
Br 6.83898 -2.90802 3.76978 0.013 -2.931 3.409 -0.797
Br -1.33894 5.68874 -2.66504 2.080 -0.156 -2.427 -0.201
S 5.91932 -0.54755 -2.55804 -0.021 -0.213 0.116 -0.288
S 0.39570 -3.59032 -2.26872 -0.718 -1.250 2.424 1.578
P -12.88071 4.05030 0.86899 -2.151 0.216 -1.950 1.179
Al 4.01356 1.30137 1.00066 0.427 -0.053 0.264 0.578
F 1.52725 -5.15371 1.05090 -0.366 0.279 -0.346 -0.209
F 2.02163 -3.01477 0.77143 -0.477 -0.186 -0.230 -0.244
F 4.21558 -5.17149 -0.56798 -0.020 0.025 -0.424 -0.245
F -0.75149 3.94570 1.14207 -0.051 -0.077 0.074 -0.288
F 3.45390 -4.38561 1.54206 -0.040 0.037 -0.156 -0.256
F 2.28790 -5.54578 -1.40250 -0.368 0.430 -0.094 -0.304
O -8.04856 5.75875 1.76179 -0.264 -0.421 0.041 -0.578
O -12.47483 3.29774 2.24839 0.493 2.669 3.593 -0.360
O -14.37443 4.32024 0.90539 0.222 -0.092 0.660 -0.702
O -4.15068 3.26928 1.00775 -0.078 -0.373 -0.128 -0.641
O 0.30903 -4.76065 -3.13785 0.365 1.059 -1.816 -0.767
O 0.92081 6.09757 -2.14612 -2.102 -0.676 -0.388 -0.425
O -9.40620 3.49268 1.49458 -0.100 0.232 0.221 -0.388
O -5.51376 1.01207 0.65473 0.251 0.230 -0.002 -0.617
O -2.61959 -7.43101 0.66587 0.098 -0.072 -0.247 -0.453
O -12.12217 5.41933 0.98703 0.771 0.266 2.634 -0.637
O 0.06146 -3.84562 -0.90554 0.132 0.285 0.162 -0.671
O -1.75074 5.58815 2.34381 -0.280 0.113 -0.339 -0.356
O -12.50482 3.29192 -0.37543 0.779 -0.068 0.665 -0.654
O -2.35480 7.67690 2.95417 0.040 0.005 0.080 -0.529
O -1.63330 7.26981 0.85968 -0.042 -0.351 0.340 -0.359
N -2.08546 -8.99139 3.02695 -0.227 -0.033 -0.147 -0.717
N 5.49972 -2.97899 -1.04278 -0.151 -0.046 -0.007 0.030
C 4.78255 2.35532 -1.22205 -0.704 0.068 -0.322 -0.252
C 3.63012 3.10069 -0.94876 0.251 -0.159 -0.138 -0.870
C 2.44541 -4.28321 0.67231 1.151 -0.228 0.759 0.777
C -7.38130 4.64618 1.51285 0.343 0.470 0.011 0.267
C 3.12890 -3.31829 -1.61485 -0.272 0.056 -0.511 -0.644
C -1.05812 6.11716 0.23445 -0.277 0.211 -0.942 0.456
C 6.31915 -2.13313 1.10993 -0.102 0.657 -0.686 -0.117
C 4.81261 4.34085 0.70482 -0.220 -0.251 0.002 -1.059
C -5.36823 3.36860 1.11613 -0.135 0.466 0.096 1.105
C -1.62493 4.99714 1.06049 0.240 0.095 0.025 0.506
C 3.61841 4.10856 0.01832 -0.466 -0.207 0.022 0.577
C -1.95172 6.92388 2.13515 0.030 0.294 0.115 0.641
C 2.32265 4.85047 0.23285 0.542 0.123 -0.446 -0.709
C -1.67538 -9.48199 1.70840 0.214 0.345 0.037 0.326
C 5.96799 2.55341 -0.51562 0.104 0.533 -0.359 0.931
C -0.16906 -9.28860 1.55866 0.134 -0.149 -0.057 -1.265
C 6.89550 -1.09457 1.87631 0.377 2.074 -0.193 -0.270
C -7.52421 2.14982 1.05466 -0.070 -0.024 -0.003 -0.943
C -0.84058 -2.45028 -2.87499 1.242 1.074 -0.076 -0.943
C 7.19084 1.70209 -0.76806 -0.085 -0.254 1.386 -1.713
C 5.94923 3.56578 0.45135 0.067 0.183 0.282 -0.369
C 3.02475 -4.59753 -0.78144 0.317 -0.030 0.911 1.110
C 7.19314 0.13973 1.27616 -0.433 -0.660 -0.466 -0.479
C -6.04183 4.61658 1.39742 0.259 -0.121 -0.044 -0.878
C -1.50986 -6.70250 0.17706 -0.144 0.174 0.231 -0.470
C 6.92457 0.35281 -0.08150 0.206 0.401 -0.815 -0.473
C 4.31557 -2.58735 -1.71288 -0.077 0.063 -0.201 -0.939
C 2.09245 -1.66755 -3.11605 0.155 0.153 -0.432 -1.078
C -2.49390 -8.83860 0.57794 -0.237 -0.250 0.051 -0.709
C 4.37283 -1.42437 -2.51621 0.350 0.292 0.419 0.724
C 6.35944 -0.68320 -0.80706 -0.622 -0.632 -0.680 1.389
C 6.05610 -1.93094 -0.23746 0.551 0.767 0.667 -0.853
C -6.19502 2.13169 0.93774 -0.290 -0.286 -0.015 0.253
C -8.21085 3.40180 1.36148 -0.013 -0.433 -0.156 0.732
C 3.27945 -0.95496 -3.22686 0.438 -0.287 0.342 -1.567
C 2.01431 -2.80989 -2.32336 -0.471 0.046 -0.608 1.626
C 1.30614 7.17360 -2.89464 -0.175 1.896 -1.296 -0.742
Be -12.41650 4.70372 3.20150 0.017 -2.994 -5.566 0.456
Li 0.30227 -3.60165 -4.93568 0.312 -1.026 0.171 0.972
H -0.50628 -1.43001 -2.66091 -0.171 -0.134 -0.131 0.422
H -2.06776 -7.97519 2.99418 0.114 -0.007 0.067 0.310
H -2.10942 -9.12985 -0.40904 0.121 0.047 0.022 0.390
H -1.86872 -10.55822 1.67232 -0.101 0.020 -0.035 0.400
H 6.83995 3.79365 1.03354 -0.029 -0.184 -0.172 0.382
H -8.99709 5.50552 1.78896 -0.079 0.121 -0.168 0.317
H 4.84890 5.13447 1.44699 0.055 -0.170 -0.048 0.426
H 7.63894 0.93496 1.87001 0.002 -0.083 -0.081 0.440
H 0.02809 6.17517 0.29607 -0.004 -0.090 0.101 0.119
H 1.99965 5.19183 -0.76584 -0.056 0.043 0.562 0.044
H -5.43277 5.50362 1.50530 -0.047 0.027 0.038 0.501
H 1.06761 7.12960 -3.96895 -0.012 -0.542 0.107 0.310
H 2.45566 5.71368 0.88883 -0.117 -0.144 -0.017 0.472
H 7.44953 1.59502 -1.82156 -0.136 0.107 0.084 0.536
H 2.39456 7.35834 -2.89866 0.066 -0.718 0.467 0.317
H -2.59646 4.63188 0.72524 0.177 -0.179 0.143 0.164
H -3.06730 -9.21129 3.17041 0.043 -0.102 0.095 0.272
H -3.51483 -9.22456 0.64161 -0.019 0.075 0.031 0.352
H 4.69699 1.60239 -1.99811 0.306 0.060 0.098 0.372
H 0.89341 8.14900 -2.59439 -0.182 -0.284 0.454 0.310
H 6.07182 -3.08672 1.54827 0.094 0.103 0.098 0.318
H -1.03744 -7.19653 -0.67804 0.038 -0.061 0.043 0.291
H 0.36545 -9.98078 2.20903 -0.043 0.026 0.041 0.368
H 1.53113 4.19715 0.61158 0.184 0.104 0.092 0.228
H -1.80116 -2.56183 -2.37162 0.150 -0.706 -0.183 0.332
H 3.40298 -0.04533 -3.80620 -0.343 -0.147 -0.061 0.486
H 0.15298 -9.48064 0.53242 -0.005 0.019 0.000 0.336
H -1.86662 -5.72255 -0.14109 -0.065 -0.028 0.005 0.213
H 2.72499 2.88068 -1.51287 0.098 0.149 0.089 0.592
H 6.16992 -3.29880 -1.73980 0.093 -0.111 0.179 0.374
H -1.36658 6.04193 -0.86787 0.448 0.623 3.266 -0.181
H 7.12692 -1.22268 3.00651 -0.490 0.366 -2.385 0.336
H 1.24038 -1.28983 -3.67749 0.049 -0.069 0.222 0.346
H -0.77738 -6.54297 0.97042 0.165 -0.010 -0.144 0.181
H -8.13159 1.26433 0.92977 -0.012 0.013 -0.006 0.469
H 8.02740 2.15939 -0.22808 0.012 -0.012 -0.359 0.541
H -4.57710 1.27886 0.63169 0.020 0.015 0.052 0.330
H 0.15056 -8.28359 1.83424 -0.076 0.022 -0.003 0.186
H -0.85660 -2.60705 -3.95144 -0.964 0.543 -0.059 0.216
```
Positions in Å, forces in eV/Å.

- frontier orbital gap (eV) = 1.08
- M (u) = 1163.6
- net charge = 0


no.,DFT total energy (Ha),E_HOMO (eV)
1,-2282.84238,-9.111
2,-9820.72033,-5.429